Density functional theory data (ωB97M-V/def2-TZVPD) for a 2-piece molecular cluster, C3H3I overall at a distorted geometry.

**Total energy**: -413.5917 Ha
**Orbital gap (spin up / spin down)**: 0.421 / 0.114 Eh
**Lowest unoccupied orbital energy (spin up / spin down)**: 0.93 / -3.49 eV
**Largest force on an atom**: 4.26 eV/A
**Spin multiplicity**: 1

Last column: natural (NBO) charge in e.
Positions of all 7 atoms, in Å:
1 C -0.19 0.33 0.39  -0.207
2 C 0.14 0.45 -0.90  -0.179
3 C 0.50 -0.81 -0.32  -0.263
4 I -2.65 1.74 4.36  0.002
5 H -0.85 0.67 1.25  0.244
6 H 0.23 1.20 -1.74  0.230
7 H 0.29 -1.76 -0.54  0.173